The following is a DFT calculation (ωB97M-V with the def2-TZVPD basis set) of the ion C8H14BClFN2O with charge +1.

## Properties
- Net charge: +1
- E: -29452.7148 eV
- Gap between HOMO and LUMO: 8.863 eV
- Structure (SMILES): CCB(O)c1cn(F)c([C@H](Cl)CC)[nH+]1
- Spin multiplicity: 1

Structure (XYZ):
```
28
Properties=species:S:1:pos:R:3:forces:R:3:nbo_charge:R:1
C -0.855 3.492 1.085 1.47 -0.05 0.05 -0.64
C -2.370 2.941 1.379 0.52 0.22 -0.08 -0.79
B -2.792 1.618 0.438 -2.42 1.34 0.50 1.01
O -4.223 1.626 -0.031 4.51 -0.23 -1.33 -0.88
C -1.758 0.396 0.062 3.01 -5.85 -2.19 -0.16
C -1.980 -1.074 -0.634 0.72 2.57 1.21 -0.02
N -0.657 -1.860 -0.741 -0.37 7.10 3.25 0.04
F -0.412 -3.087 -1.261 -0.39 1.42 0.62 -0.10
C 0.373 -0.950 -0.109 -2.17 1.67 0.05 0.42
C 1.978 -1.116 0.178 -0.90 -1.02 1.19 -0.25
Cl 2.846 0.273 -0.695 -0.87 -1.32 0.76 0.00
C 2.588 -2.609 -0.116 1.37 -0.39 0.07 -0.45
C 3.269 -2.798 -1.600 0.18 -0.54 0.05 -0.65
N -0.269 0.350 0.323 -0.77 -5.57 -2.29 -0.51
H -0.760 4.675 1.082 -0.42 -2.63 -0.04 0.26
H -0.079 3.126 1.915 -1.75 0.74 -1.64 0.21
H -0.393 3.098 0.057 -1.17 1.02 2.01 0.19
H -2.426 2.700 2.536 -0.16 0.50 -2.35 0.27
H -3.122 3.809 1.112 1.35 -1.94 0.71 0.27
H -4.126 1.649 -1.041 -0.70 -0.37 1.87 0.50
H -3.053 -1.457 -0.989 2.99 0.57 0.77 0.31
H 2.130 -0.919 1.346 -0.58 -0.26 -2.65 0.28
H 3.474 -2.765 0.670 -2.02 0.53 -1.64 0.25
H 1.823 -3.494 0.121 1.41 2.25 -0.60 0.25
H 4.118 -1.996 -1.842 -2.18 -1.62 0.65 0.25
H 2.430 -2.804 -2.448 2.03 0.00 1.81 0.22
H 3.847 -3.841 -1.565 -1.53 2.23 -0.24 0.25
H 0.397 1.019 0.769 -1.15 -0.38 -0.52 0.48
```
Forces are in eV/Å.